Entry 1:
The following is a DFT calculation (ωB97M-V/def2-TZVPD) of 2 unconnected molecules or ions with the total composition C5H9NO at a distorted geometry.

The calculation puts the relative energy (zero: lowest compared OMol25 entry of this formula, charge and spin) at 416.8 kJ/mol. Its structure (SMILES) is C[C@@H]1CO1.C=C=N. As for the LUMO energy: 0.893 eV. For the total energy, the calculation gives -325.77880 Ha. For the maximum force, the calculation gives 3.7 eV Å⁻¹.

CARTESIAN COORDINATES (ANGSTROEM)
C: -1.51540 -1.63376 0.05831
C: -1.38593 -0.49875 -0.86156
C: -1.35500 0.95536 -0.45262
O: -2.46740 0.34518 -0.90724
H: -1.33094 -1.41989 1.14151
H: -0.75738 -2.36760 -0.27037
H: -2.53360 -2.18560 -0.19279
H: -0.86755 -0.74527 -1.82361
H: -1.31252 1.30720 0.56703
H: -0.83945 1.81138 -1.07792
C: 2.33873 -0.15726 0.36084
C: 2.37957 1.06961 0.72288
N: 2.26335 2.23419 1.03546
H: 2.35444 -0.55086 -0.67887
H: 1.95285 -0.93192 1.05454
H: 3.07622 2.76802 1.32441

Entry 2:
The following is a DFT calculation (ωB97M-V/def2-TZVPD) of C3H5NO2 in the gas phase.

The calculation puts the relative energy (zero: lowest compared OMol25 entry of this formula, charge and spin) at 344.3 kJ/mol. Its structure (SMILES) is C=NOCC=O. As for the LUMO energy: 0.737 eV. For the total energy, the calculation gives -322.44318 Ha. For the maximum force, the calculation gives 0.9 eV Å⁻¹.

CARTESIAN COORDINATES (ANGSTROEM)
C: 1.42347 1.15393 0.15260
N: 1.78168 -0.01129 -0.20652
O: 0.87635 -1.01756 -0.16897
C: -0.36984 -0.77343 0.45394
C: -1.34721 0.00231 -0.40922
O: -2.28429 0.58233 0.05360
H: 0.45517 1.46857 0.52843
H: 2.20435 1.90997 0.06071
H: -0.25045 -0.30990 1.46072
H: -0.77283 -1.76472 0.61435
H: -1.08302 -0.03985 -1.47945

Entry 3:
The following is a DFT calculation (ωB97M-V/def2-TZVPD) of 11 unconnected molecules or ions with the total composition C34H96N6O16 at a distorted geometry.

The calculation puts the relative energy (zero: lowest compared OMol25 entry of this formula, charge and spin) at 59.0 kJ/mol. The multiplicity is 2. As for the LUMO energy (alpha / beta): 1.885 / 1.849 eV. Its net charge is -1. For the total energy, the calculation gives -2885.06711 Ha. Its expectation value of S² is 0.75. For the maximum force, the calculation gives 3.4 eV Å⁻¹.

CARTESIAN COORDINATES (ANGSTROEM)
C: 4.43154 -0.42893 -3.90289
C: 2.99762 -0.21106 -3.52725
C: 2.25837 0.70679 -4.59442
O: 2.65160 2.10058 -4.53022
C: 1.85600 2.88964 -5.41179
N: 2.32509 -1.51900 -3.28092
H: 4.89074 0.55831 -3.95395
H: 4.62697 -0.92894 -4.85153
H: 4.94439 -0.89525 -3.06169
H: 3.10568 0.29685 -2.56889
H: 1.18309 0.66009 -4.42216
H: 2.35367 0.24481 -5.57707
H: 2.16848 2.79324 -6.45158
H: 1.89314 3.92918 -5.08607
H: 0.79875 2.62690 -5.44753
H: 2.66139 -1.94472 -2.42901
H: 1.35510 -1.34385 -3.06059
C: -3.17808 -5.39103 -0.80210
C: -2.41859 -5.73948 0.49042
C: -1.58936 -4.53036 1.01761
O: -0.98279 -4.76354 2.27212
C: -0.32876 -3.65686 2.87783
N: -3.35990 -6.07782 1.52339
H: -2.53988 -5.08074 -1.62945
H: -3.86020 -4.57378 -0.56775
H: -3.74469 -6.27486 -1.09519
H: -1.77903 -6.59812 0.28603
H: -2.17009 -3.61169 1.10077
H: -0.75042 -4.23796 0.38611
H: -0.24251 -3.56643 3.96064
H: -0.79448 -2.74470 2.50479
H: 0.69997 -3.60349 2.52154
H: -4.12033 -5.41676 1.59302
H: -2.95977 -6.16833 2.44632
C: -3.12896 2.07745 -1.66083
C: -1.71181 2.72873 -1.88313
C: -1.51563 3.89251 -2.89784
O: -2.06550 3.67202 -4.19203
C: -1.98830 4.67074 -5.19047
N: -1.41202 3.17219 -0.55441
H: -2.93053 1.12827 -1.16307
H: -3.57302 1.73973 -2.59724
H: -3.90488 2.65982 -1.16394
H: -0.95329 1.97465 -2.09316
H: -0.43708 4.04606 -2.93332
H: -1.84909 4.80332 -2.40053
H: -0.98568 5.07612 -5.32656
H: -2.69097 5.50188 -5.25012
H: -2.16524 4.09953 -6.10179
H: -0.62493 3.80490 -0.53848
H: -2.14642 3.82394 -0.31778
C: -1.43893 -3.52594 -4.44257
C: -1.10055 -2.13969 -3.90254
C: -2.06881 -1.08029 -4.46498
O: -1.96382 -0.87208 -5.88078
C: -0.78012 -0.38731 -6.39755
N: -0.99434 -2.12779 -2.48385
H: -0.69463 -4.27915 -4.18417
H: -1.47349 -3.57632 -5.53086
H: -2.40951 -3.84588 -4.06348
H: -0.10468 -1.95420 -4.30495
H: -2.07281 -0.18603 -3.84179
H: -3.08087 -1.43334 -4.26700
H: -0.70600 -0.74728 -7.42371
H: 0.14376 -0.69400 -5.90716
H: -0.76693 0.68019 -6.17765
H: -1.91878 -2.12460 -2.07704
H: -0.68164 -3.07953 -2.35536
C: -0.17197 3.47872 2.96740
C: 0.65336 4.75479 3.19805
C: 0.81611 5.07857 4.69648
O: -0.40726 5.40707 5.31185
C: -0.49115 5.51193 6.71726
N: 1.88946 4.39347 2.65534
H: -1.21210 3.46136 3.29288
H: 0.17765 2.55749 3.43344
H: -0.25548 3.28013 1.89890
H: 0.31352 5.61229 2.61727
H: 1.43405 5.96813 4.81863
H: 1.36645 4.32731 5.26290
H: -0.77349 4.60794 7.25687
H: -1.31160 6.19866 6.92549
H: 0.44029 5.86905 7.15657
H: 1.85299 4.69471 1.69200
H: 2.02899 3.39327 2.67104
C: 4.59870 -5.32829 2.22225
C: 3.55473 -4.17611 2.33081
C: 3.27243 -3.60332 3.75028
O: 2.32879 -4.55841 4.23165
C: 1.92837 -4.18344 5.51408
N: 4.04626 -3.08634 1.49306
H: 4.24418 -6.20063 2.77129
H: 5.36362 -4.83538 2.82229
H: 4.99312 -5.52245 1.22484
H: 2.60270 -4.51610 1.92320
H: 2.96132 -2.55977 3.79834
H: 4.17297 -3.72514 4.35217
H: 2.80948 -4.17924 6.15573
H: 1.22851 -4.95201 5.84211
H: 1.38738 -3.23719 5.50905
H: 5.00036 -2.82292 1.69409
H: 4.18844 -3.46308 0.56681
C: -3.34854 1.31678 2.67550
C: -3.78296 -0.04990 3.25601
O: -3.21520 -1.13827 2.50972
O: -4.19535 1.72541 1.62685
H: -2.35894 1.18489 2.23800
H: -3.33991 2.11282 3.42004
H: -4.86836 -0.13229 3.31285
H: -3.62123 -0.20454 4.32279
H: -3.37234 -1.93069 3.02836
H: -3.77182 2.49440 1.23842
C: -4.88236 -1.08871 -0.80038
C: -5.32790 -2.05538 -1.87823
O: -6.00628 -3.16792 -1.31480
O: -3.60264 -1.46984 -0.36488
H: -5.54355 -0.95627 0.05601
H: -4.86633 -0.06112 -1.16357
H: -4.53495 -2.35904 -2.56171
H: -6.06171 -1.57647 -2.52649
H: -6.30451 -3.67519 -2.07330
H: -3.43621 -0.98912 0.44925
C: 0.03402 -0.17707 0.54657
C: 1.19405 -1.22211 0.51679
O: 2.03091 -1.08770 1.57699
O: 0.44116 1.19826 0.27725
H: -0.56592 -0.17533 1.45661
H: -0.73811 -0.46348 -0.16749
H: 1.79890 -0.88467 -0.32487
H: 0.85226 -2.24224 0.34183
H: 2.66704 -1.80404 1.51544
H: -0.30719 1.71597 -0.02856
C: 3.38827 0.91771 3.55583
C: 3.96317 1.88493 4.58583
O: 4.74228 2.84398 3.87307
O: 2.39502 1.50955 2.76434
H: 3.06095 -0.02831 3.98712
H: 4.22084 0.59092 2.93284
H: 4.78222 1.49079 5.18741
H: 3.21199 2.44269 5.14506
H: 4.14140 3.42152 3.39662
H: 2.09026 0.77199 2.23074
C: 2.23694 4.64355 -1.18851
C: 2.46909 3.13486 -1.45183
O: 2.93915 2.44551 -0.28606
O: 1.21880 4.78755 -0.25255
H: 2.03280 5.20306 -2.10140
H: 3.11318 5.10206 -0.73017
H: 3.19505 2.96814 -2.24762
H: 1.60532 2.58112 -1.81978
H: 2.10891 2.12042 0.06978
H: 0.89993 5.68837 -0.34454

Entry 4:
The following is a DFT calculation (ωB97M-V/def2-TZVPD) of a molecular structure, C28H29CuN6OSSb2.

The calculation puts the relative energy (zero: lowest compared OMol25 entry of this formula, charge and spin) at 19.4 kJ/mol. The multiplicity is 2. As for the LUMO energy (alpha / beta): -2.958 / -4.616 eV. Its net charge is +1. For the total energy, the calculation gives -4006.93126 Ha. Its expectation value of S² is 0.75. For the maximum force, the calculation gives 0.6 eV Å⁻¹.

CARTESIAN COORDINATES (ANGSTROEM)
Cu: -0.53746 1.36052 -2.19206
C: -1.82566 -2.84044 -0.59693
C: -0.33704 -3.13805 -0.40892
C: 0.60400 -2.32784 -1.30572
Sb: 1.19183 -0.43495 -0.47377
C: 2.21984 -1.27879 1.17787
C: 3.06770 -2.37638 1.02507
C: 3.71630 -2.92317 2.12230
C: 3.52270 -2.38208 3.38739
C: 2.68219 -1.29259 3.55307
C: 2.03662 -0.74237 2.45091
C: 2.83646 -0.11945 -1.79254
C: 2.54841 0.18289 -3.12527
C: 3.56758 0.41029 -4.04003
C: 4.89160 0.35186 -3.62670
C: 5.18922 0.06620 -2.30213
C: 4.16880 -0.17135 -1.38861
Sb: -2.87353 -1.01845 -0.21736
C: -3.94508 -1.64924 1.52921
C: -5.22053 -1.20096 1.85124
C: -5.76611 -1.51698 3.08747
C: -5.03901 -2.27191 3.99865
C: -3.76745 -2.72123 3.67654
C: -3.21808 -2.41855 2.43556
C: -2.23827 0.81484 0.58517
C: -2.77880 1.95828 0.00302
C: -2.49900 3.20727 0.54602
C: -1.68577 3.30947 1.66503
C: -1.16853 2.16461 2.25799
C: -1.45177 0.91491 1.72684
H: -2.44225 -3.50448 0.01092
H: -2.09412 -3.00399 -1.64339
H: -0.23203 -4.19343 -0.67994
H: -0.05069 -3.07588 0.64472
H: 0.13240 -2.14177 -2.27264
H: 1.53018 -2.86871 -1.49626
H: 3.23103 -2.81087 0.04535
H: 4.37620 -3.77088 1.99052
H: 4.03247 -2.80804 4.24155
H: 2.53187 -0.86662 4.53662
H: 1.39673 0.12082 2.59362
H: 1.51912 0.23480 -3.47609
H: 3.32800 0.63200 -5.07211
H: 5.68909 0.52580 -4.33707
H: 6.22069 0.02450 -1.97650
H: 4.42051 -0.39406 -0.35870
H: -5.79487 -0.60698 1.15078
H: -6.76048 -1.17362 3.34073
H: -5.46822 -2.51495 4.96154
H: -3.20272 -3.31281 4.38530
H: -2.22572 -2.78703 2.19566
H: -3.40645 1.89400 -0.87874
H: -2.92247 4.09547 0.09560
H: -1.47076 4.28152 2.08939
H: -0.54912 2.24394 3.14270
H: -1.07497 0.02564 2.21771
N: 0.21304 6.47286 -2.56254
N: 0.53274 5.14702 -2.35216
N: 1.69330 4.78611 -1.85809
C: 1.52343 3.47527 -1.74446
N: 0.30844 3.10289 -2.15576
N: -0.32301 4.20359 -2.54787
H: 1.07187 6.96351 -2.77823
H: -0.47895 6.51604 -3.30022
H: 2.27624 2.79591 -1.38078
O: -1.36052 0.68965 -4.49312
S: -2.18062 -0.19901 -3.67545
N: -1.88053 -0.11460 -2.21190

> Among the records above, which one has the lowest maximum force?

C28H29CuN6OSSb2

Repeat the first record exactly.
The following is a DFT calculation (ωB97M-V/def2-TZVPD) of 2 unconnected molecules or ions with the total composition C5H9NO at a distorted geometry.

The calculation puts the relative energy (zero: lowest compared OMol25 entry of this formula, charge and spin) at 416.8 kJ/mol. Its structure (SMILES) is C[C@@H]1CO1.C=C=N. As for the LUMO energy: 0.893 eV. For the total energy, the calculation gives -325.77880 Ha. For the maximum force, the calculation gives 3.7 eV Å⁻¹.

CARTESIAN COORDINATES (ANGSTROEM)
C: -1.51540 -1.63376 0.05831
C: -1.38593 -0.49875 -0.86156
C: -1.35500 0.95536 -0.45262
O: -2.46740 0.34518 -0.90724
H: -1.33094 -1.41989 1.14151
H: -0.75738 -2.36760 -0.27037
H: -2.53360 -2.18560 -0.19279
H: -0.86755 -0.74527 -1.82361
H: -1.31252 1.30720 0.56703
H: -0.83945 1.81138 -1.07792
C: 2.33873 -0.15726 0.36084
C: 2.37957 1.06961 0.72288
N: 2.26335 2.23419 1.03546
H: 2.35444 -0.55086 -0.67887
H: 1.95285 -0.93192 1.05454
H: 3.07622 2.76802 1.32441

> Which value of maximum force does entry 1 give?

3.7 eV Å⁻¹